# 1
Below is a molecular structure, C27H39BrN6O5PSSbSe4Tc, with properties calculated with ωB97M-V/def2-TZVPD.

Values from the calculation:
DFT total energy in eV: -408093.6998
Energy relative to the best compared isomer or geometry (same formula, charge and spin) in eV: 0.462
Strongest force on any atom in eV/A: 1.4

The geometry in ORCA input format:
```
! wB97M-V def2-TZVPD RIJCOSX def2/J DEFGRID3
* xyz 1 1
Tc 0.742 -1.089 0.433
Br 0.884 1.620 6.961
C 0.621 -0.160 6.400
C 0.437 -1.166 7.336
N 0.246 -2.440 6.989
C 0.217 -2.741 5.691
C 0.392 -1.790 4.694
C 0.611 -0.470 5.059
C 0.310 -2.190 3.262
O -0.112 -3.286 2.924
O 0.722 -1.266 2.420
H 0.445 -0.939 8.397
H 0.052 -3.778 5.427
H 0.772 0.290 4.308
N -0.219 -3.040 0.431
C 0.652 -3.970 -0.276
C 1.745 -4.498 0.395
C 2.687 -5.218 -0.311
C 2.503 -5.412 -1.679
C 1.366 -4.952 -2.331
C 0.426 -4.232 -1.611
S 3.825 -6.072 -2.639
O 4.362 -7.235 -2.029
O 3.427 -6.043 -4.015
O 4.916 -4.914 -2.442
H -1.135 -3.010 -0.002
H -0.309 -3.296 1.425
H 1.877 -4.305 1.453
H 3.572 -5.605 0.182
H 1.244 -5.138 -3.391
H -0.453 -3.830 -2.108
N -0.135 0.283 -0.146
P -0.838 1.682 -0.626
N -2.290 1.448 -1.322
C -2.309 0.664 -2.592
C -2.838 -0.742 -2.335
C -4.307 -0.686 -1.879
C -4.625 0.657 -1.207
C -3.446 1.185 -0.408
N 0.111 2.369 -1.742
C 1.567 2.053 -1.798
C 2.305 3.148 -2.546
C 1.809 3.255 -3.994
C 0.279 3.068 -4.085
C -0.385 3.344 -2.745
N -1.126 2.537 0.727
C -1.539 3.946 0.522
C -2.448 4.391 1.658
C -1.764 4.181 3.008
C -1.326 2.726 3.162
C -0.420 2.321 2.011
H -1.302 0.636 -3.002
H -2.940 1.178 -3.319
H -2.211 -1.197 -1.564
H -2.730 -1.345 -3.237
H -4.517 -1.506 -1.192
H -4.966 -0.820 -2.737
H -5.478 0.558 -0.536
H -4.902 1.402 -1.958
H -3.170 0.462 0.368
H -3.714 2.111 0.090
H 1.719 1.099 -2.305
H 1.962 1.952 -0.790
H 3.370 2.914 -2.526
H 2.176 4.097 -2.021
H 2.306 2.496 -4.602
H 2.096 4.224 -4.403
H 0.038 2.045 -4.388
H -0.151 3.731 -4.836
H -1.466 3.262 -2.815
H -0.154 4.361 -2.419
H -2.051 4.035 -0.438
H -0.647 4.584 0.488
H -3.374 3.810 1.625
H -2.709 5.440 1.513
H -2.434 4.466 3.819
H -0.883 4.831 3.074
H -2.204 2.072 3.166
H -0.796 2.582 4.106
H -0.127 1.282 2.095
H 0.491 2.934 2.032
Se 6.520 -3.041 0.110
Sb 5.742 -1.934 -1.800
Se 2.773 -1.166 -0.404
Se 4.660 -3.446 -3.549
Se 5.978 0.239 -2.665
*
```

***

# 2
Below is a molecular structure, C27H39BrNOPdSi, with properties calculated with ωB97M-V/def2-TZVPD.

Values from the calculation:
DFT total energy in eV: -113571.0748
⟨S²⟩: 2.006
Strongest force on any atom in eV/A: 2.0

The geometry in ORCA input format:
```
! wB97M-V def2-TZVPD RIJCOSX def2/J DEFGRID3
* xyz -1 3
Pd -1.388 0.856 -1.457
C -0.421 -3.531 4.845
C 0.807 -3.629 3.933
C 1.040 -5.108 3.587
C 2.020 -3.093 4.710
C 0.623 -2.852 2.638
C -0.547 -2.184 2.317
C -0.661 -1.569 1.092
Br -2.321 -0.640 0.721
C 0.320 -1.556 0.057
O 0.086 -1.066 -1.086
C 1.552 -2.186 0.453
C 1.639 -2.811 1.682
C 2.795 -2.241 -0.438
C 4.008 -1.682 0.327
C 2.671 -1.430 -1.729
C 3.079 -3.702 -0.828
H -0.257 -4.107 5.756
H -1.305 -3.926 4.349
H -0.611 -2.498 5.128
H 1.145 -5.712 4.488
H 1.941 -5.224 2.991
H 0.201 -5.488 3.008
H 2.150 -3.636 5.647
H 1.883 -2.039 4.938
H 2.932 -3.199 4.129
H -1.379 -2.136 2.998
H 2.566 -3.312 1.923
H 3.818 -0.654 0.627
H 4.892 -1.699 -0.311
H 4.229 -2.262 1.220
H 2.402 -0.400 -1.512
H 1.907 -1.852 -2.373
H 3.624 -1.442 -2.262
H 3.266 -4.318 0.049
H 3.954 -3.757 -1.477
H 2.228 -4.121 -1.360
C -0.140 6.135 -2.464
C -0.591 5.002 -3.157
C -0.573 3.774 -2.556
C -0.113 3.611 -1.231
C -0.135 2.335 -0.598
C 0.296 2.254 0.707
C 0.766 3.383 1.396
C 0.797 4.611 0.798
C 0.349 4.761 -0.530
C 0.314 6.014 -1.179
H -0.154 7.103 -2.954
H -0.969 5.108 -4.166
H -0.946 2.894 -3.073
H 0.315 1.303 1.231
H 1.104 3.269 2.418
H 1.166 5.479 1.331
H 0.638 6.892 -0.633
N -0.127 0.475 -3.674
H -0.466 0.523 -4.627
H 0.049 -0.493 -3.412
H 0.744 0.989 -3.598
C -5.211 0.497 -1.637
Si -3.572 1.446 -2.115
C -3.996 2.050 -3.922
C -3.841 3.080 -1.079
H -6.069 1.133 -1.850
H -5.224 0.263 -0.577
H -5.339 -0.432 -2.183
H -4.988 2.496 -3.926
H -3.993 1.241 -4.645
H -3.293 2.804 -4.261
H -4.839 3.476 -1.250
H -3.121 3.847 -1.347
H -3.729 2.882 -0.016
*
```

***

# 3
Below is a molecular structure, C27H39CrN5O4S3, with properties calculated with ωB97M-V/def2-TZVPD.

Values from the calculation:
DFT total energy in eV: -105195.1568
⟨S²⟩: 0.770
Energy relative to the best compared isomer or geometry (same formula, charge and spin) in eV: 0.000
Strongest force on any atom in eV/A: 1.5

The geometry in ORCA input format:
```
! wB97M-V def2-TZVPD RIJCOSX def2/J DEFGRID3
* xyz 1 2
Cr -0.176 0.798 0.612
C 3.411 1.592 2.927
C 2.269 1.737 1.963
N 1.534 0.701 1.645
N 1.935 -0.456 2.260
C 1.544 -1.639 1.977
S 0.449 -2.271 0.790
S 2.230 -3.011 2.839
C 2.574 -2.302 4.499
C 1.307 -2.112 5.278
C 0.781 -3.168 6.019
C -0.419 -3.023 6.696
C -1.109 -1.820 6.638
C -0.587 -0.761 5.913
C 0.616 -0.905 5.238
C 2.041 3.046 1.377
C 3.108 3.953 1.246
C 2.925 5.211 0.723
C 1.640 5.627 0.366
C 0.572 4.772 0.505
C 0.742 3.456 0.977
O -0.285 2.646 1.030
H 3.180 0.827 3.660
H 3.595 2.535 3.435
H 4.322 1.285 2.409
H 3.129 -1.381 4.342
H 3.221 -3.050 4.953
H 1.317 -4.109 6.067
H -0.816 -3.848 7.273
H -2.049 -1.707 7.163
H -1.114 0.184 5.871
H 1.014 -0.072 4.675
H 4.105 3.641 1.529
H 3.767 5.876 0.593
H 1.487 6.624 -0.025
H -0.431 5.084 0.237
N -0.726 -1.416 -3.889
C -0.336 -0.080 -3.333
C 1.178 0.117 -3.352
C 1.565 1.406 -2.606
N 1.458 1.237 -1.131
C 0.755 2.586 -3.180
C -0.760 2.358 -3.317
N -1.398 2.272 -2.016
C -1.010 1.054 -4.089
H -0.021 -2.102 -3.625
H -0.799 -1.394 -4.903
H -1.713 -1.727 -3.395
H -0.681 -0.055 -2.307
H 1.521 0.202 -4.387
H 1.688 -0.733 -2.885
H 2.620 1.612 -2.821
H 1.827 2.086 -0.707
H 2.096 0.489 -0.872
H 1.140 2.790 -4.181
H 0.944 3.473 -2.567
H -1.166 3.187 -3.911
H -2.380 2.026 -2.091
H -1.355 3.159 -1.530
H -0.590 1.146 -5.096
H -2.087 0.884 -4.171
O -1.301 0.292 2.223
C -2.412 0.408 1.628
O -2.469 0.603 0.399
H -3.335 0.327 2.220
O -0.078 -1.045 -0.060
S -3.183 -2.221 -2.337
C -4.283 -2.686 -3.729
C -3.599 -3.857 -4.414
C -3.149 -4.780 -3.286
C -2.495 -3.925 -2.199
H -4.433 -1.819 -4.370
H -5.242 -2.974 -3.302
H -2.744 -3.508 -5.001
H -4.284 -4.364 -5.094
H -2.455 -5.546 -3.634
H -4.024 -5.287 -2.878
H -1.411 -3.859 -2.307
H -2.700 -4.293 -1.197
*
```

***

# 4
Below is 9 unconnected molecules or ions with the total composition C27H39F7O29P2, with properties calculated with ωB97M-V/def2-TZVPD.

Values from the calculation:
DFT total energy in eV: -125608.3465
SMILES string: O=C1OC[C@@H](F)O1.O=C1OC[C@@H](F)O1.O=C1OC[C@@H](F)O1.O=C1OC[C@@H](F)O1.O=C1OC[C@@H](F)O1.O=C1OC[C@@H](F)O1.O=C1OC[C@@H](F)O1.COP(=O)(OC)OC.COP(=O)(OC)OC
Energy relative to the best compared isomer or geometry (same formula, charge and spin) in eV: 0.000
Strongest force on any atom in eV/A: 5.5

The geometry in ORCA input format:
```
! wB97M-V def2-TZVPD RIJCOSX def2/J DEFGRID3
* xyz 0 1
O 1.588 9.652 2.470
C 2.452 8.810 2.535
O 3.658 9.102 2.243
C 4.451 7.938 1.977
C 3.593 6.946 2.711
F 3.942 6.967 4.028
O 2.345 7.439 2.534
H 4.580 7.632 0.939
H 5.368 8.033 2.558
H 3.690 5.908 2.394
O 8.131 -2.030 -3.880
C 7.095 -2.526 -4.267
O 6.141 -1.908 -4.944
C 5.186 -2.866 -5.439
C 5.464 -4.094 -4.571
F 5.585 -5.119 -5.419
O 6.697 -3.767 -4.008
H 4.185 -2.453 -5.311
H 5.144 -3.032 -6.515
H 4.655 -4.283 -3.866
O 2.144 -8.178 4.995
C 3.110 -7.866 5.626
O 4.302 -8.553 5.713
C 5.204 -7.941 6.617
C 4.655 -6.534 6.538
F 5.460 -5.838 5.741
O 3.397 -6.567 5.871
H 5.132 -8.409 7.599
H 6.227 -7.795 6.273
H 4.652 -6.054 7.516
O 7.680 1.244 1.424
C 8.411 1.963 0.780
O 8.033 3.035 0.109
C 9.082 3.466 -0.720
C 10.321 2.855 -0.097
F 11.008 3.840 0.533
O 9.807 1.863 0.710
H 8.948 3.326 -1.793
H 9.302 4.528 -0.616
H 11.011 2.377 -0.793
O -1.226 -4.744 -6.670
C -1.678 -4.452 -5.543
O -2.987 -4.106 -5.290
C -3.270 -3.749 -4.003
C -1.894 -3.895 -3.386
F -1.763 -4.799 -2.420
O -0.994 -4.454 -4.413
H -3.697 -2.769 -3.789
H -3.889 -4.570 -3.641
H -1.554 -2.930 -3.010
O -7.258 7.202 -2.585
C -7.062 8.186 -1.936
O -7.161 8.314 -0.635
C -6.911 9.653 -0.262
C -5.903 9.939 -1.309
F -4.718 9.417 -1.115
O -6.658 9.317 -2.376
H -7.606 10.488 -0.178
H -6.372 9.749 0.681
H -5.682 10.983 -1.534
O -0.018 2.211 -7.072
C -1.164 2.635 -7.202
O -1.619 3.869 -7.026
C -2.952 3.870 -7.498
C -3.471 2.476 -7.447
F -4.095 2.187 -8.595
O -2.231 1.762 -7.393
H -3.627 4.508 -6.928
H -3.013 4.220 -8.528
H -4.101 2.344 -6.567
C 0.399 0.198 3.977
O -0.175 1.305 3.488
P -0.479 1.452 1.911
O -1.527 0.468 1.421
O -1.031 3.015 1.899
C -2.378 3.362 1.806
O 0.964 1.479 1.221
C 1.187 1.612 -0.198
H 0.947 0.585 4.836
H 1.049 -0.359 3.303
H -0.259 -0.418 4.589
H -2.739 3.822 2.726
H -2.976 2.464 1.654
H -2.409 3.917 0.868
H 0.375 1.303 -0.856
H 2.008 0.970 -0.519
H 1.605 2.618 -0.229
C -8.701 -6.286 2.472
O -7.779 -5.889 3.507
P -7.088 -7.163 4.315
O -7.993 -7.806 5.296
O -6.489 -8.102 3.175
C -5.325 -7.784 2.233
O -5.716 -6.584 5.034
C -5.244 -5.256 4.747
H -8.305 -7.073 1.830
H -8.972 -5.413 1.877
H -9.673 -6.555 2.886
H -5.517 -8.147 1.223
H -4.533 -8.306 2.770
H -5.142 -6.710 2.252
H -5.155 -4.673 5.664
H -5.926 -4.803 4.027
H -4.265 -5.212 4.269
*
```

***

Number 4 is which compound?
C27H39F7O29P2

***

What is the DFT total energy in the second record?
-113571.0748 eV

***

What is the formula in the second record?
C27H39BrNOPdSi

***

Which formula does entry 4 have?
C27H39F7O29P2